*i*
{
  "formula": "C5H5N5O",
  "method": "ωB97M-V/def2-TZVPD",
  "symbols": ["C", "O", "N", "C", "C", "N", "N", "C", "N", "C", "N", "H", "H", "H", "H", "H"],
  "coordinates": [[-0.15256, 3.00638, -0.79025], [-0.16555, 1.69777, -0.25294], [0.33181, 0.79947, -1.13554], [0.39598, -0.43092, -0.81530], [0.92965, -1.31069, -1.79798], [1.35617, -2.03179, -2.57735], [0.00832, -1.03521, 0.38197], [0.08298, -2.35530, 0.71708], [-0.37584, -2.53171, 1.92165], [-0.73319, -1.28456, 2.31428], [-0.51799, -0.36136, 1.41870], [-0.57544, 3.63377, -0.00938], [-0.76303, 3.06456, -1.69402], [0.86656, 3.32485, -1.02036], [0.46721, -3.11230, 0.06502], [-1.15508, -1.07296, 3.27444]],
  "homo_energy_ev": -9.87,
  "smiles": "CO/N=C(/C#N)n1cncn1",
  "multiplicity": 1,
  "lumo_ha": -0.00637,
  "homo_lumo_gap_ev": 9.70
}

=====

*ii*
{
  "formula": "C5H5N5O",
  "method": "ωB97M-V/def2-TZVPD",
  "symbols": ["N", "C", "N", "C", "N", "C", "C", "N", "O", "C", "N", "H", "H", "H", "H", "H"],
  "coordinates": [[-1.28416, -1.13920, 1.42652], [-0.30873, -1.00223, 0.49441], [0.27390, -2.11293, 0.17190], [1.36870, -1.99318, -0.58358], [1.71008, -0.87185, -1.23879], [0.90386, 0.17629, -0.93921], [-0.03189, 0.23777, -0.02519], [-0.55068, 1.56603, 0.31076], [-1.68767, 1.79009, -0.02376], [0.25240, 2.31838, -0.65896], [1.10857, 1.46273, -1.29645], [-2.01385, -0.51033, 1.13557], [-1.40391, -2.18362, 1.56675], [2.02349, -2.85255, -0.83719], [-0.35487, 1.74494, 1.32331], [-0.00523, 3.36966, -0.82609]],
  "homo_energy_ev": -9.19,
  "smiles": "Nc1ncnc2c1[N@H+]([O-])C=N2",
  "multiplicity": 1,
  "lumo_ha": -0.02870,
  "homo_lumo_gap_ev": 8.41
}

=====

Which structure is the least stable? The one labeled *ii*.

=====

*i*
{
  "formula": "C6H8N2O12S3Zn",
  "method": "ωB97M-V/def2-TZVPD",
  "symbols": ["Zn", "S", "O", "O", "O", "O", "S", "O", "O", "O", "O", "S", "O", "O", "O", "O", "C", "C", "N", "H", "H", "H", "N", "C", "C", "C", "C", "H", "H", "H", "H", "H"],
  "coordinates": [[2.07160, -0.03653, -0.35408], [1.81470, 2.36686, -1.53510], [2.55071, 2.98336, -2.65519], [2.76522, 1.93669, -0.43579], [0.77969, 3.27992, -1.00135], [1.24597, 1.03624, -1.96507], [0.06896, -2.85498, -0.87327], [0.70327, -1.48868, -0.75210], [-1.01473, -2.81672, -1.88944], [1.10178, -3.84301, -1.18725], [-0.55678, -3.14903, 0.46033], [4.32492, -1.52129, -0.31702], [5.73789, -1.09923, -0.13704], [3.40850, -1.14946, 0.83046], [3.69039, -0.68755, -1.40092], [4.29873, -2.95276, -0.62697], [-0.73915, 2.50869, 2.25435], [0.15159, 1.47366, 1.76350], [0.86244, 0.66934, 1.37175], [-1.61648, 2.47930, 1.60597], [-0.23363, 3.47169, 2.19886], [-1.05939, 2.31049, 3.27774], [-2.22125, -1.02666, 0.35642], [-3.50344, -1.09859, 0.80643], [-4.16887, 0.03941, 0.42002], [-3.26213, 0.75022, -0.41778], [-2.08421, 0.03904, -0.47150], [-1.50327, -1.79212, 0.51797], [-3.74204, -1.92898, 1.45596], [-5.17995, 0.32563, 0.67909], [-3.53413, 1.64983, -0.95432], [-1.15692, 0.12522, -1.02464]],
  "total_charge": -4,
  "homo_energy_ev": 3.85,
  "multiplicity": 1,
  "lumo_ha": 0.31790,
  "homo_lumo_gap_ev": 4.80
}

=====

*ii*
{
  "formula": "C6H8N2O12S3Zn",
  "method": "ωB97M-V/def2-TZVPD",
  "symbols": ["Zn", "S", "O", "O", "O", "O", "S", "O", "O", "O", "O", "S", "O", "O", "O", "O", "C", "C", "N", "H", "H", "H", "N", "C", "C", "C", "C", "H", "H", "H", "H", "H"],
  "coordinates": [[-29.44034, 9.59468, 25.56771], [-31.36346, 11.38556, 25.47882], [-31.27262, 11.97701, 26.81913], [-31.59678, 9.90143, 25.58803], [-32.40229, 12.03280, 24.64527], [-30.01440, 11.42318, 24.79398], [-26.99842, 9.82326, 26.76484], [-26.75498, 8.67348, 27.63872], [-25.80735, 10.69921, 26.71089], [-27.39688, 9.37282, 25.36843], [-28.25664, 10.54363, 27.17590], [-29.79160, 6.31054, 26.71231], [-31.24541, 5.99609, 26.82712], [-29.16348, 5.39351, 25.71829], [-29.64879, 7.72928, 26.22441], [-29.13718, 6.16346, 28.03326], [-31.69458, 9.84411, 21.70990], [-30.72917, 9.28155, 22.65079], [-29.94150, 8.86642, 23.36820], [-31.44693, 10.90714, 21.66244], [-32.69561, 9.78975, 22.13422], [-31.60411, 9.33019, 20.75558], [-30.00820, 8.35470, 30.16903], [-30.78532, 8.35617, 31.28806], [-31.91513, 9.09988, 31.01241], [-31.72736, 9.64133, 29.70416], [-30.57025, 9.11735, 29.18828], [-29.15136, 7.83988, 30.03241], [-30.55591, 7.70909, 32.12281], [-32.79646, 9.26493, 31.61609], [-32.32046, 10.35054, 29.14602], [-29.93254, 9.31901, 28.34367]],
  "total_charge": -4,
  "homo_energy_ev": 4.39,
  "multiplicity": 1,
  "lumo_ha": 0.30911,
  "homo_lumo_gap_ev": 4.02
}

=====

Which structure is the least stable? The one labeled *ii*.